{
  "formula": "C19H59NO11",
  "method": "the ωB97M-V functional and the def2-TZVPD basis",
  "gap_ev": 8.473,
  "e_lumo_ev": 0.4,
  "de_lowest_kcal_mol": 0.00,
  "spin_multiplicity": 1,
  "smiles": "CC1(C)CCCC(C)(C)N1O.CO.CO.CO.CO.CO.CO.CO.CO.CO.CO",
  "symbols": ["C", "C", "C", "C", "C", "C", "C", "C", "C", "N", "O", "H", "H", "H", "H", "H", "H", "H", "H", "H", "H", "H", "H", "H", "H", "H", "H", "H", "H", "H", "C", "O", "H", "H", "H", "H", "C", "O", "H", "H", "H", "H", "C", "O", "H", "H", "H", "H", "C", "O", "H", "H", "H", "H", "C", "O", "H", "H", "H", "H", "C", "O", "H", "H", "H", "H", "C", "O", "H", "H", "H", "H", "C", "O", "H", "H", "H", "H", "C", "O", "H", "H", "H", "H", "C", "O", "H", "H", "H", "H"],
  "coordinates": [[7.3380, 11.0356, 10.1657], [8.2488, 11.6519, 9.0978], [7.4959, 12.5204, 8.0774], [9.2802, 12.5497, 9.8536], [10.5376, 13.0305, 9.0512], [11.1520, 11.7725, 8.4014], [10.1954, 10.8538, 7.6438], [9.8828, 11.6000, 6.3065], [10.9803, 9.5728, 7.2869], [8.9686, 10.5517, 8.4273], [8.1777, 9.5691, 7.8658], [7.8902, 10.2602, 10.6967], [7.0464, 11.7318, 10.9522], [6.4771, 10.4854, 9.7859], [8.0113, 13.4429, 7.8100], [7.0953, 12.0413, 7.1841], [6.6236, 12.9079, 8.6039], [8.8807, 13.4413, 10.3369], [9.7778, 11.9582, 10.6221], [10.2718, 13.7992, 8.3256], [11.3026, 13.4340, 9.7146], [11.5500, 11.1576, 9.2086], [11.9949, 12.1520, 7.8239], [9.2583, 11.1546, 5.5322], [10.8012, 11.7997, 5.7544], [9.4457, 12.5932, 6.4093], [11.3495, 9.0379, 8.1620], [11.8705, 9.8906, 6.7442], [10.5176, 8.9074, 6.5580], [8.3988, 8.7912, 8.3832], [17.9645, 8.5127, 7.5159], [19.2327, 8.1762, 6.9899], [17.9474, 8.8058, 8.5656], [17.5320, 9.3131, 6.9155], [17.3616, 7.6119, 7.4011], [19.1320, 7.6483, 6.1944], [14.6747, 9.9232, 10.2311], [15.1684, 8.9953, 9.3019], [14.5391, 9.4852, 11.2200], [15.4144, 10.7224, 10.2788], [13.7306, 10.3420, 9.8828], [14.5611, 8.2517, 9.2973], [15.6264, 9.3991, 14.9568], [14.7280, 8.8740, 13.9906], [15.7634, 10.4570, 14.7328], [15.2285, 9.3810, 15.9714], [16.6294, 8.9766, 14.8968], [14.0481, 9.5497, 13.9390], [14.3398, 5.6976, 8.7921], [13.6934, 6.6022, 9.7730], [15.1123, 6.1501, 8.1703], [14.9108, 4.9730, 9.3727], [13.6759, 5.1115, 8.1567], [13.2992, 6.0501, 10.4522], [10.9562, 7.7719, 11.2205], [10.6095, 7.1546, 12.4133], [10.8407, 7.0794, 10.3867], [10.2152, 8.5624, 11.1024], [11.9706, 8.1655, 11.1556], [10.5259, 7.8122, 13.1077], [14.9134, 13.7820, 12.0444], [14.1590, 12.9122, 11.1694], [14.3993, 13.8920, 12.9992], [15.9225, 13.3775, 12.1225], [15.0381, 14.8057, 11.6917], [14.4078, 13.0497, 10.2524], [18.0991, 10.5444, 11.7398], [18.5889, 11.8589, 11.4079], [18.4658, 10.2634, 12.7271], [17.0131, 10.4931, 11.6609], [18.4799, 9.7764, 11.0666], [19.4313, 11.8013, 10.9513], [16.0048, 13.8669, 8.8165], [14.7976, 13.3935, 8.3248], [16.7926, 13.7078, 8.0802], [16.1090, 14.9190, 9.0816], [16.3842, 13.3622, 9.7050], [14.9333, 12.4747, 8.0819], [14.8728, 10.1963, 6.1205], [15.2653, 10.8331, 7.2598], [14.7561, 10.9310, 5.3238], [15.5443, 9.4353, 5.7229], [13.9225, 9.6819, 6.2636], [15.4599, 10.1096, 7.8600], [12.3187, 12.0171, 14.0614], [13.4908, 11.4646, 13.6443], [12.1767, 11.7082, 15.0971], [12.3257, 13.1068, 14.0375], [11.5081, 11.5332, 13.5166], [13.7018, 11.7433, 12.7502]],
  "forces_ev_per_angstrom": [[0.1, -0.7, 0.2], [0.4, 0.3, -0.6], [-1.2, 0.9, 0.8], [1.8, 0.1, -0.3], [-1.2, -1.4, -0.3], [-0.2, 0.6, 1.1], [-0.9, 0.4, -2.0], [0.2, 0.5, -0.8], [0.3, 0.4, -0.3], [2.8, 0.8, 1.8], [-0.7, 0.0, -0.7], [0.4, 0.0, 0.0], [-0.2, 0.3, -0.4], [-0.2, 0.4, -0.3], [0.4, -0.3, -0.2], [0.4, -0.3, 0.1], [-0.3, 0.0, 0.0], [-0.8, -0.3, 0.0], [-0.5, -0.3, 0.4], [0.1, 0.0, -0.2], [-0.2, 0.2, 0.2], [0.3, 0.0, 0.3], [0.0, -0.6, -0.5], [-0.3, -0.8, 0.5], [0.4, -0.1, 0.2], [0.0, 0.0, 0.5], [-0.3, -0.1, 0.1], [0.2, 0.2, 0.1], [-0.6, -0.1, 0.4], [-0.1, -0.2, 0.0], [-0.6, -0.6, -1.0], [1.0, 0.3, 0.6], [0.6, -0.1, -0.1], [-0.2, 0.2, 0.1], [-0.6, 0.1, 0.3], [-0.2, 0.1, 0.1], [-0.1, 0.6, 0.1], [0.5, -0.4, -0.5], [0.1, 0.0, 0.1], [-0.2, 0.1, 0.2], [-0.1, 0.2, 0.1], [-0.1, -0.4, 0.1], [0.1, 1.1, -0.3], [0.4, -0.5, 0.4], [0.1, 0.3, 0.1], [0.1, -0.5, 0.1], [-0.3, -0.5, 0.0], [-0.3, 0.2, -0.3], [0.3, -0.5, 1.5], [0.7, -0.6, -2.0], [-0.5, 0.9, 0.2], [0.0, -0.2, 0.1], [-0.5, 0.5, 0.1], [0.0, 0.0, 0.1], [-0.7, 0.8, -0.7], [0.3, -1.2, 1.1], [-0.1, -0.2, 0.2], [0.3, 0.5, -0.8], [0.1, 0.1, 0.3], [0.1, 0.0, 0.0], [0.2, -0.1, -0.7], [-0.2, 0.5, 1.3], [0.1, -0.5, 0.0], [0.0, 0.0, 0.6], [-0.3, 0.0, -0.5], [0.0, 0.2, -0.5], [0.8, 0.0, -0.3], [-0.7, -0.3, 0.0], [-0.4, 0.0, 0.2], [0.1, 0.4, 0.3], [0.1, 0.1, -0.3], [0.0, -0.2, 0.1], [2.4, 0.0, -0.1], [-1.1, 0.7, 0.7], [0.2, 0.0, -0.2], [-1.1, 0.2, -0.3], [-0.2, -0.4, 0.3], [0.0, -0.6, -0.5], [-1.2, -0.4, -2.2], [1.0, 0.6, 1.0], [-0.1, 0.0, 0.0], [0.5, 0.0, 0.2], [-0.3, 0.0, -0.1], [0.0, -0.2, 1.0], [-1.4, -0.2, 0.9], [2.2, -1.0, -0.3], [0.0, 0.2, 0.2], [-0.3, 0.1, -0.3], [-0.6, 0.7, -0.2], [0.0, 0.1, -0.5]],
  "lowdin_charge": [-0.04, -0.48, -0.03, -0.12, -0.15, -0.15, -0.46, -0.04, -0.03, -0.14, 0.00, 0.07, 0.08, 0.08, 0.07, 0.09, 0.08, 0.12, 0.11, 0.10, 0.10, 0.10, 0.12, 0.08, 0.08, 0.06, 0.08, 0.05, 0.08, 0.10, -0.16, -0.12, 0.07, 0.06, 0.07, 0.07, -0.14, -0.13, 0.08, 0.07, 0.08, 0.04, -0.17, -0.13, 0.06, 0.07, 0.07, 0.03, -0.09, -0.14, 0.07, 0.08, 0.08, 0.08, -0.19, -0.11, 0.08, 0.07, 0.06, 0.08, -0.12, -0.15, 0.07, 0.08, 0.08, 0.02, -0.13, -0.13, 0.07, 0.06, 0.07, 0.07, -0.18, -0.11, 0.09, 0.09, 0.06, 0.04, -0.17, -0.12, 0.09, 0.07, 0.07, 0.03, -0.17, -0.13, 0.09, 0.08, 0.08, 0.05]
}